# C37H45CoN11O2S2

A molecular structure, C37H45CoN11O2S2 (ωB97M-V with the def2-TZVPD basis set, OMol25).

Summary:
Charge   0
HOMO level (alpha / beta)   -6.56 / -6.57 eV
Largest force on an atom   0.005 hartree/bohr
Multiplicity   2

Geometry as XYZ:
```
98
Properties=species:S:1:pos:R:3:forces:R:3:mulliken_charge:R:1
Co 0.36634 -0.73924 0.03225 0.143 -0.211 0.081 -1.175
C -4.03277 4.55605 -2.59881 0.000 -0.006 -0.003 -1.501
C -3.57041 3.62842 -1.51024 0.011 -0.012 0.000 1.040
C -4.04321 2.31735 -1.44559 -0.003 -0.009 -0.017 -0.856
C -3.60035 1.44620 -0.46812 0.030 -0.010 -0.014 -0.446
C -2.67844 1.88610 0.47387 -0.009 -0.012 -0.008 0.011
C -2.19982 3.18404 0.43082 -0.003 0.010 0.029 -0.098
C -2.64415 4.04561 -0.56358 0.010 0.005 0.005 -0.818
S -2.14578 0.76270 1.73881 0.035 -0.016 0.011 0.872
O -0.99595 1.43513 2.35942 0.088 -0.037 0.030 -0.820
O -3.25138 0.53554 2.63962 -0.025 0.043 0.020 -0.834
N -1.62524 -0.51193 0.98896 -0.019 -0.015 0.096 0.974
C -2.31803 -1.71132 0.92112 -0.010 -0.024 -0.045 0.488
C -3.65147 -1.93290 1.20831 -0.026 -0.029 0.019 -0.644
C -4.22332 -3.21470 1.10211 0.006 0.008 -0.001 -0.932
C -3.49158 -4.29623 0.70796 0.024 -0.005 -0.010 -1.102
C -2.13052 -4.11558 0.37450 -0.016 -0.001 0.022 1.504
C -1.32071 -5.17544 -0.09101 0.000 0.004 -0.003 -0.781
C -0.02686 -4.93996 -0.44358 -0.008 0.004 0.011 -0.961
C 0.46974 -3.62838 -0.34922 0.017 0.023 0.001 -0.163
N -0.25410 -2.62525 0.08429 -0.043 0.102 0.017 0.644
C -1.54826 -2.83514 0.46709 -0.005 -0.018 0.027 -0.755
H -5.09564 4.42631 -2.80409 0.006 -0.005 -0.003 0.391
H -3.48908 4.35655 -3.52426 0.005 -0.002 -0.022 0.219
H -3.85916 5.59773 -2.33101 -0.001 -0.003 0.003 0.388
H -4.76280 1.97445 -2.18043 0.003 0.000 0.003 0.373
H -3.95949 0.42400 -0.44048 0.000 -0.001 0.007 0.252
H -1.49522 3.51662 1.18156 0.016 -0.002 -0.008 0.511
H -2.26592 5.06082 -0.59882 -0.001 -0.004 0.003 0.357
H -4.26551 -1.11523 1.55234 0.007 -0.012 -0.012 0.627
H -5.27198 -3.33135 1.34632 -0.001 -0.001 0.000 0.411
H -3.93188 -5.28205 0.62951 0.001 -0.001 -0.001 0.420
H -1.75324 -6.16542 -0.17652 0.002 0.000 -0.002 0.416
H 0.61424 -5.72374 -0.82146 -0.001 -0.001 -0.004 0.449
H 1.47934 -3.38680 -0.65995 0.000 0.005 -0.001 0.162
S 3.40641 -1.55110 -0.76720 0.090 0.034 -0.097 -0.317
C 3.98176 -1.54992 0.80240 -0.043 -0.020 0.037 0.161
N 4.45728 -2.63133 1.46387 -0.026 0.017 0.008 -0.193
C 4.54686 -2.39872 2.90041 0.007 0.020 0.001 -0.485
C 4.34674 -0.86958 2.99459 0.001 0.009 0.009 -0.529
N 4.02128 -0.49042 1.62662 -0.010 0.035 -0.059 0.078
H 4.31553 -3.54022 1.06060 0.021 -0.002 -0.004 0.268
H 5.51712 -2.70518 3.28971 -0.007 -0.007 0.007 0.311
H 3.76496 -2.93827 3.43959 -0.011 0.004 0.003 0.277
H 5.25177 -0.36434 3.33503 0.015 -0.006 -0.017 0.453
H 3.53275 -0.61503 3.67477 0.060 -0.002 -0.003 0.123
H 3.40408 0.29087 1.39609 0.053 0.035 -0.038 0.116
N -0.28222 0.21427 4.87802 -0.030 -0.094 -0.036 -0.245
C 0.48956 -0.83452 5.17601 -0.052 0.077 0.017 0.584
N 0.55734 -1.23345 6.46236 -0.003 -0.001 -0.018 -0.404
N 1.22510 -1.51062 4.31231 0.015 -0.135 -0.031 -0.793
C 1.10954 -1.23618 3.03492 0.069 0.113 0.013 0.605
N 1.09708 -1.03315 1.89763 -0.245 0.048 0.000 0.128
H -0.94762 0.55261 5.55154 -0.002 0.011 -0.017 0.269
H -0.44421 0.50150 3.91103 -0.009 0.093 -0.057 -0.028
H 0.13026 -0.71079 7.20289 0.013 0.014 0.001 0.192
H 1.17195 -1.99466 6.68391 -0.008 -0.010 0.000 0.246
C 1.76354 3.90861 -0.40522 -0.007 -0.003 -0.001 -1.625
C 2.56931 2.96718 0.49212 -0.010 0.024 0.018 1.546
C 4.05808 3.12837 0.20232 0.012 -0.019 -0.002 -1.848
C 2.27983 3.27847 1.96078 -0.002 0.000 -0.015 -1.579
N 2.27647 1.53698 0.26731 0.078 -0.127 0.178 0.050
N 0.89669 1.19766 0.18470 -0.183 -0.008 0.007 0.614
H 2.12340 4.93129 -0.27885 -0.017 -0.004 0.005 0.555
H 0.70098 3.90339 -0.15466 -0.023 -0.001 0.009 0.213
H 1.86391 3.63757 -1.45572 0.013 -0.027 -0.065 0.208
H 4.38454 4.13853 0.45074 -0.003 0.003 -0.005 0.430
H 4.26831 2.95392 -0.85568 -0.005 -0.003 0.003 0.414
H 4.64830 2.42106 0.78822 -0.009 -0.005 0.005 0.306
H 2.48153 4.32941 2.17578 0.002 -0.004 -0.007 0.475
H 2.90619 2.66533 2.61242 -0.002 -0.004 -0.004 0.266
H 1.23362 3.08419 2.20891 -0.003 0.001 0.010 0.192
H 2.72387 1.17547 -0.56897 -0.025 0.048 -0.079 0.221
H 0.41914 1.75071 -0.52942 0.035 -0.021 -0.053 0.072
H 0.46189 1.41167 1.08356 -0.006 0.079 -0.018 -0.118
C 0.25924 2.77366 -4.36787 -0.021 0.002 -0.003 -0.823
C 1.39683 2.22555 -3.79635 0.022 0.017 0.017 -0.875
C 1.30574 1.11123 -2.97088 0.066 0.007 0.043 0.582
C 0.07372 0.51504 -2.67936 0.069 0.037 -0.015 -1.259
C -1.06495 1.08265 -3.27306 -0.003 -0.043 0.046 0.391
C -0.97292 2.18394 -4.10493 0.010 0.054 -0.003 -0.744
N -0.01142 -0.63007 -1.87048 0.039 -0.066 -0.019 1.762
C -0.52296 -1.74141 -2.58797 -0.148 0.037 0.015 -1.501
C 0.33431 -2.50289 -3.38656 -0.005 -0.006 -0.059 0.126
C -0.12379 -3.61512 -4.07755 0.006 0.014 -0.009 -0.841
C -1.45489 -4.00033 -3.98241 0.002 0.007 0.013 -0.618
C -2.32196 -3.25056 -3.19912 -0.001 -0.016 -0.014 -1.120
C -1.86246 -2.13162 -2.51839 -0.004 0.020 -0.006 0.886
H 0.33170 3.63249 -5.02296 -0.007 -0.002 0.004 0.403
H 2.37004 2.65046 -4.01627 0.002 -0.003 0.009 0.472
H 2.20311 0.64111 -2.58358 0.005 -0.016 0.033 0.454
H -2.02825 0.63062 -3.07369 -0.018 0.001 -0.001 0.350
H -1.87229 2.58515 -4.55739 -0.012 0.020 -0.001 0.515
H 1.37640 -2.20877 -3.44351 0.002 0.009 0.006 0.450
H 0.56429 -4.18824 -4.68766 0.000 -0.004 -0.002 0.403
H -1.81225 -4.87292 -4.51461 -0.004 0.001 -0.001 0.401
H -3.36440 -3.53559 -3.11561 0.002 -0.006 -0.004 0.409
H -2.54313 -1.54888 -1.90698 0.023 0.002 0.012 0.348
```
Positions in Å, forces in eV/Å.

---

# C34H29ClN2O2P2V

A molecular structure, C34H29ClN2O2P2V (ωB97M-V with the def2-TZVPD basis set, OMol25).

Summary:
Charge   +1
HOMO level (alpha / beta)   -11.16 / -11.12 eV
Largest force on an atom   0.008 hartree/bohr
Multiplicity   3

Geometry as XYZ:
```
71
Properties=species:S:1:pos:R:3:forces:R:3:mulliken_charge:R:1
V -0.48984 0.66842 -0.71029 0.044 0.314 -0.293 -0.052
C 0.32076 2.12179 2.85684 -0.011 0.006 0.029 -1.678
N 0.28316 2.29448 0.34732 -0.039 0.026 -0.046 0.268
P 2.02747 1.78732 0.33601 0.137 -0.028 0.094 -0.503
C 3.10341 3.24309 0.11534 -0.037 0.027 -0.032 1.084
C 3.99506 3.40371 -0.94453 0.030 0.010 -0.014 -0.376
C 4.88290 4.47067 -0.96272 -0.002 0.003 0.000 -0.741
C 4.89457 5.39035 0.07381 -0.010 -0.003 0.001 -0.608
C 4.04915 5.21144 1.16072 0.009 0.002 -0.016 -0.751
C 3.18387 4.13171 1.19140 0.000 -0.007 0.015 -0.224
C 1.93036 1.00494 -1.33286 -0.048 -0.093 0.065 -0.054
C 1.76428 -0.38843 -1.31236 0.027 -0.084 0.042 -0.211
C 1.57317 -1.10995 -2.49448 0.002 0.010 0.006 -0.729
C 1.59942 -0.45046 -3.70812 -0.001 0.011 0.000 -0.577
C 1.81881 0.92859 -3.74988 0.000 -0.007 -0.007 -1.347
C 1.96731 1.64931 -2.58326 -0.051 -0.010 -0.010 0.287
P -2.06159 2.41621 -1.03524 -0.100 -0.033 0.166 0.761
C -2.48438 2.94110 -2.70695 0.017 -0.002 -0.025 0.741
C -1.69659 2.47908 -3.76212 0.009 -0.011 -0.005 -0.292
C -1.98426 2.85137 -5.06298 -0.013 0.008 0.000 -0.721
C -3.07364 3.67508 -5.32185 0.005 -0.003 -0.002 -0.577
C -3.87141 4.11869 -4.27936 0.000 -0.003 -0.004 -0.740
C -3.58141 3.75392 -2.97123 -0.002 -0.005 0.003 -0.617
C -3.19799 3.19618 0.12500 -0.018 0.033 -0.007 -0.134
C -4.04115 2.39378 0.89005 -0.002 -0.023 -0.010 -0.214
C -4.88547 2.97605 1.82519 0.002 0.010 -0.003 -0.661
C -4.88181 4.35265 1.99752 -0.002 -0.003 0.002 -0.579
C -4.04267 5.15675 1.23330 -0.005 -0.008 0.008 -0.946
C -3.20217 4.58219 0.29535 0.010 0.002 -0.018 0.127
H 1.36895 2.36398 3.03065 -0.001 0.007 -0.005 0.388
H 0.22765 1.04114 2.76106 -0.006 -0.002 -0.010 0.327
H -0.24706 2.44356 3.73025 0.009 -0.006 0.005 0.538
H 4.03067 2.69163 -1.75655 0.014 0.008 0.029 0.544
H 5.56851 4.57962 -1.79260 0.000 -0.002 -0.002 0.431
H 5.57769 6.22866 0.04912 0.002 -0.001 0.003 0.421
H 4.07552 5.90263 1.99258 0.000 0.000 0.000 0.467
H 2.56422 3.98878 2.06655 -0.003 -0.010 -0.001 0.316
H 1.80830 -0.90854 -0.36226 0.023 -0.011 -0.011 0.608
H 1.43024 -2.18126 -2.45324 0.002 0.000 -0.002 0.483
H 1.46603 -1.00430 -4.62795 0.001 0.003 -0.003 0.444
H 1.85922 1.43980 -4.70311 -0.002 -0.005 -0.004 0.530
H 2.10511 2.71915 -2.63217 -0.022 -0.008 0.000 0.840
H -0.84919 1.82840 -3.56681 -0.002 0.000 0.000 0.074
H -1.36956 2.49254 -5.87798 0.003 -0.001 0.002 0.452
H -3.30388 3.96190 -6.33911 -0.001 0.000 0.000 0.402
H -4.72514 4.75149 -4.48082 0.000 0.000 0.001 0.421
H -4.21366 4.10131 -2.16532 0.003 0.005 0.009 0.387
H -4.03087 1.31745 0.76110 0.000 0.000 -0.001 0.404
H -5.54230 2.35501 2.41929 0.000 -0.001 0.000 0.442
H -5.53703 4.80481 2.73028 0.000 0.001 -0.001 0.425
H -4.04382 6.22982 1.37142 0.001 0.000 -0.002 0.460
H -2.54624 5.20561 -0.30124 -0.003 -0.001 -0.003 0.611
N 0.44276 7.65960 1.61348 -0.004 0.001 -0.002 -0.555
C 0.34515 6.57317 1.25262 0.014 0.005 0.003 -0.979
C 0.23817 5.21050 0.77856 -0.013 -0.007 0.018 1.642
C 0.50425 5.08888 -0.66793 -0.002 -0.001 -0.008 -0.873
C 0.22262 4.03890 -1.44336 0.020 0.020 0.021 -1.946
C -0.32111 2.80210 -0.86645 -0.069 -0.112 0.004 2.780
C -0.25694 2.81805 1.62839 0.030 -0.005 -0.028 0.669
C -0.10995 4.30797 1.71321 0.007 0.007 -0.016 -0.646
H 0.90201 5.98565 -1.12755 -0.001 -0.005 -0.010 0.525
H 0.33931 4.12904 -2.51678 0.005 0.006 0.003 0.673
H -1.32884 2.59711 1.62439 0.000 -0.003 0.010 -0.672
H -0.30539 4.70246 2.70561 -0.002 -0.004 0.002 0.493
Cl -3.19630 -1.34102 2.27378 0.012 -0.007 -0.014 -0.153
C -2.06372 -2.26367 1.24537 -0.017 0.025 0.089 -0.611
C -1.31672 -1.25690 0.42220 -0.060 0.001 -0.118 0.835
O -0.31511 -0.63707 0.88020 0.024 -0.039 0.131 -0.612
O -1.72918 -0.93712 -0.73877 0.055 0.018 0.012 -0.610
H -2.64422 -2.92656 0.61318 0.019 -0.010 -0.020 0.346
H -1.39075 -2.81035 1.89849 0.011 -0.004 -0.021 0.344
```
Positions in Å, forces in eV/Å.